Entry 1:
{"formula": "C3H7NO2", "method": "the ωB97M-V functional and the def2-TZVPD basis", "homo_energy_ha": -0.3533, "homo_lumo_gap_ev": 10.456, "de_lowest_ev": 2.298, "multiplicity": 1, "smiles": "COC(=O)CN", "species": ["H", "H", "H", "C", "C", "H", "H", "O", "H", "C", "H", "O", "N"], "coordinates": [[-0.0790, 2.2943, 0.4515], [0.9527, 1.2020, 1.2344], [-0.1515, -2.2738, 0.8538], [0.5279, 1.4373, 0.1583], [-0.1630, 0.1554, 0.4757], [-1.8761, -1.9073, 0.6405], [-0.9613, -2.6729, -0.7055], [-0.1728, -0.0925, 1.6745], [0.4540, 1.8037, -1.8902], [-0.9139, -1.9769, 0.1283], [1.8090, 1.0168, -1.4407], [-0.5701, -0.7041, -0.4435], [1.1440, 1.7180, -1.1372]], "atomic_forces_ev_per_a": [[-0.5, -0.2, -0.3], [1.9, 2.0, -2.3], [-0.2, 0.0, -0.2], [-0.1, 0.0, 0.9], [-0.4, -0.5, 0.9], [0.1, 0.0, -0.1], [-0.1, 0.0, 0.0], [-1.0, -0.9, -0.3], [0.2, 0.0, 0.7], [-0.1, -0.3, 0.0], [0.0, 0.0, 0.2], [0.1, 0.1, 0.0], [0.1, -0.3, 0.5]]}

Entry 2:
{"formula": "C3H7NO2", "method": "the ωB97M-V functional and the def2-TZVPD basis", "homo_energy_ha": -0.3361, "homo_lumo_gap_ev": 9.814, "de_lowest_ev": 1.539, "multiplicity": 1, "smiles": "CNCC(=O)O", "species": ["C", "H", "H", "O", "H", "H", "H", "N", "C", "H", "O", "C", "H"], "coordinates": [[2.3241, 1.4655, -0.5174], [-0.4103, 1.3245, 0.5758], [-0.1806, -1.5693, 0.2086], [2.9930, 2.0308, -1.3131], [1.6913, 0.7839, 1.0880], [0.2294, 1.3031, -1.6685], [1.0131, -0.2923, -1.3979], [0.1101, 0.4866, 0.3304], [-0.7469, -0.6789, 0.4766], [-1.6447, -0.6353, -0.1527], [2.5085, 1.2630, 0.7570], [0.7312, 0.6555, -0.9559], [-1.0559, -0.7593, 1.5181]], "atomic_forces_ev_per_a": [[-3.7, -1.9, -1.3], [0.1, -0.1, 0.0], [0.0, 0.0, 0.0], [0.6, 0.3, 0.0], [0.1, 0.2, -0.4], [-0.1, 0.0, -0.1], [-0.1, -0.1, -0.1], [-0.4, 0.0, 0.1], [-0.2, -0.1, 0.0], [0.1, -0.1, 0.0], [0.5, 0.1, 0.7], [3.1, 1.7, 1.0], [0.0, -0.1, 0.0]]}

Entry 3:
{"formula": "C3H7NO2", "method": "the ωB97M-V functional and the def2-TZVPD basis", "homo_energy_ha": -0.3267, "homo_lumo_gap_ev": 9.651, "de_lowest_ev": 2.665, "multiplicity": 1, "species": ["H", "C", "H", "C", "H", "O", "H", "H", "O", "H", "H", "C", "N"], "coordinates": [[-1.5749, -0.6632, -1.6287], [0.5412, 0.5342, 0.1554], [-0.6080, 1.4803, -0.6679], [0.2660, -0.8442, -0.4222], [1.3673, -0.1217, 1.9018], [0.4562, 1.6069, -0.6062], [-1.7929, -1.5022, -0.0853], [0.5489, -1.6332, 0.2834], [-1.4592, 0.5472, 0.0826], [0.8447, -0.9768, -1.3434], [1.4123, 1.5892, 1.6306], [-1.2559, -0.6742, -0.5732], [1.2542, 0.6576, 1.2731]], "atomic_forces_ev_per_a": [[0.0, 0.0, 0.1], [0.4, -0.1, 0.1], [0.0, 0.0, 0.0], [0.0, 0.0, 0.0], [0.0, 0.1, -0.1], [0.0, -0.1, 0.1], [0.1, 0.1, -0.1], [-0.1, 0.1, -0.1], [-0.1, 0.1, 0.0], [-0.1, 0.0, 0.1], [0.0, -0.1, -0.1], [-0.1, -0.3, -0.1], [-0.2, 0.0, 0.0]]}

Entry 4:
{"formula": "C3H7NO2", "method": "the ωB97M-V functional and the def2-TZVPD basis", "homo_energy_ha": -0.3543, "homo_lumo_gap_ev": 10.645, "de_lowest_ev": 2.181, "multiplicity": 1, "smiles": "CC=O.NC=O", "species": ["H", "N", "H", "H", "H", "O", "H", "O", "C", "C", "C", "H", "H"], "coordinates": [[-0.1505, 1.3528, 1.5832], [-1.7229, -1.6157, -0.8955], [1.6198, 1.6955, 1.3000], [0.3306, 2.1802, 0.0177], [-1.6260, -2.5061, -0.4394], [-0.7532, 0.3591, -1.3572], [-0.1865, -0.8390, 0.2459], [1.4246, -0.7254, 1.0979], [1.3981, 0.3032, 0.4451], [0.6191, 1.4843, 0.8150], [-0.8368, -0.6300, -0.6429], [2.0890, 0.5062, -0.3902], [-2.2053, -1.5650, -1.7797]], "atomic_forces_ev_per_a": [[0.3, -0.1, -0.2], [-0.1, -0.2, -0.1], [-0.9, 1.8, 0.5], [0.5, -0.3, 0.4], [-0.1, 0.0, 0.0], [0.2, -0.3, 0.4], [-1.3, 0.0, -0.8], [0.7, 0.3, -0.4], [0.0, -0.9, 0.0], [0.8, 0.3, 0.6], [-0.2, -0.3, -0.2], [0.1, -0.3, -0.1], [-0.1, -0.1, 0.1]]}

Entry 5:
{"formula": "C3H7NO2", "method": "the ωB97M-V functional and the def2-TZVPD basis", "homo_energy_ha": -0.3203, "homo_lumo_gap_ev": 9.666, "de_lowest_ev": 2.985, "multiplicity": 1, "species": ["H", "C", "H", "H", "C", "O", "O", "H", "C", "H", "H", "H", "N"], "coordinates": [[0.3490, 1.0134, -0.9268], [1.0413, -0.9305, -1.4380], [-0.8429, -0.5245, -2.9707], [-1.2303, 0.1831, 3.3954], [0.2541, 0.1421, -1.5695], [-0.4192, -0.7657, 1.4418], [-0.7724, 0.2796, -2.4374], [-0.0626, -0.9773, 0.5618], [-0.3083, 0.5649, 1.5832], [-0.8491, 1.8417, 3.0573], [0.9309, -1.8158, -2.0614], [1.8643, -0.9105, -0.7316], [-0.8284, 0.8776, 2.7706]], "atomic_forces_ev_per_a": [[0.0, -0.1, -0.1], [-0.1, 0.1, -0.1], [0.0, 0.1, 0.0], [0.1, 0.1, -0.1], [0.3, -0.1, 0.2], [0.1, 0.2, -0.2], [0.0, -0.2, -0.1], [0.0, 0.0, 0.1], [-0.3, -0.2, 0.6], [0.0, -0.1, -0.1], [0.0, 0.1, 0.1], [-0.1, 0.0, -0.1], [0.1, 0.1, -0.2]]}

Entry 6:
{"formula": "C3H7NO2", "method": "the ωB97M-V functional and the def2-TZVPD basis", "homo_energy_ha": -0.3349, "homo_lumo_gap_ev": 10.052, "de_lowest_ev": 4.000, "multiplicity": 1, "smiles": "CO/C=N/OC", "species": ["H", "C", "O", "H", "C", "H", "H", "H", "O", "C", "H", "N", "H"], "coordinates": [[-2.0913, -0.4321, 2.6958], [-1.5771, -0.5870, 1.7500], [-0.7731, 0.5289, 1.4488], [-2.3820, -0.6673, 0.9820], [1.5498, 0.6722, -1.6752], [0.8793, 1.5808, -1.5278], [2.3641, 0.6879, -0.8652], [1.9533, 0.7016, -2.7078], [0.8309, -0.5035, -1.4900], [0.0755, -0.5413, -0.3990], [-0.4335, -1.4524, -0.1489], [-0.0098, 0.5251, 0.2908], [-0.9726, -1.5615, 1.8113]], "atomic_forces_ev_per_a": [[0.4, 0.3, 0.1], [0.0, -1.4, -1.0], [0.1, 0.3, 0.5], [0.5, -0.3, 0.3], [0.9, 2.1, 0.7], [0.9, -1.1, -0.2], [-0.9, 0.4, -1.3], [-0.1, -0.4, 0.8], [-0.5, -1.5, -0.8], [-0.3, 1.2, 0.9], [0.1, -0.5, -0.5], [-0.2, -0.3, 0.5], [-0.8, 1.2, 0.0]]}